This record from the Open Molecules 2025 dataset describes a cluster of 9 separate species, C50H105ClN4O18PS in total. The level of theory is ωB97M-V/def2-TZVPD.

Geometry as XYZ:
```
180
Properties=species:S:1:pos:R:3:forces:R:3:mulliken_charge:R:1
C -1.941 -2.219 -1.587 0.60 -0.06 0.77 -1.46
C -1.585 -1.963 -0.115 -0.14 -0.25 -0.72 1.09
C -0.076 -2.052 0.109 -0.38 0.15 0.75 -1.43
C 0.229 -1.438 1.488 -0.44 0.21 -0.41 -0.57
C 0.123 0.098 1.416 0.37 -0.23 -0.22 0.11
C 1.458 0.876 1.367 -0.15 -0.42 0.52 -1.31
C 1.401 2.151 2.227 -0.76 0.21 -0.44 -1.19
C 1.286 3.447 1.385 1.37 -0.63 0.62 0.07
N 2.362 3.461 0.419 -0.60 0.04 -0.34 0.35
C 3.680 3.268 1.016 1.10 -0.04 -0.13 -0.59
C 4.781 3.984 0.231 -0.27 0.25 0.11 -1.03
C 4.555 5.507 0.110 -0.40 -0.33 -0.64 -0.79
C 1.222 4.648 2.350 -0.60 -0.42 0.49 -1.08
N -0.142 4.870 2.844 0.22 0.14 -0.94 -0.37
C -0.971 5.345 1.730 0.28 -0.13 0.82 -1.35
C -0.995 4.415 0.490 -0.99 -0.07 -0.42 0.52
C -0.839 5.168 -0.845 0.24 0.16 0.60 -1.41
C 0.415 6.066 -0.942 -0.20 0.12 -0.57 0.11
C 1.188 6.027 -2.276 0.57 -0.17 0.37 -1.48
C 1.356 4.628 -2.876 -1.02 0.49 -0.38 -0.38
S 2.483 4.659 -4.267 1.47 -0.35 0.19 1.26
O 3.531 5.608 -4.024 -0.62 0.05 0.02 -0.54
O 2.866 3.328 -4.620 -0.73 0.22 -0.03 -0.62
Cl 1.300 5.442 -5.740 -0.02 -0.23 0.23 -0.21
P -2.723 3.648 0.407 -0.74 0.42 -0.29 1.34
N -3.935 4.633 0.448 0.81 -0.14 0.01 -0.94
N -0.010 3.265 0.601 -0.34 0.75 -0.25 0.82
H -3.006 -2.138 -1.778 0.00 -0.04 -0.13 0.34
H -1.368 -1.508 -2.186 -0.24 0.00 -0.26 0.25
H -1.588 -3.221 -1.845 -0.19 -0.02 -0.22 0.24
H -1.941 -0.969 0.176 -0.09 -0.05 0.00 -0.35
H -2.096 -2.679 0.527 0.00 0.05 0.06 0.22
H 0.414 -1.493 -0.694 0.33 -0.15 0.05 0.30
H 0.247 -3.095 0.105 0.05 0.02 -0.29 0.62
H -0.571 -1.778 2.151 0.23 -0.22 0.13 -0.04
H 1.180 -1.776 1.903 0.08 0.16 0.01 0.53
H -0.412 0.312 0.483 -0.27 0.14 0.17 0.08
H -0.495 0.451 2.247 0.02 0.05 0.01 0.22
H 1.695 1.095 0.326 0.23 0.14 0.05 0.36
H 2.267 0.245 1.738 -0.02 -0.01 0.01 0.90
H 2.183 2.231 2.976 0.28 0.06 -0.25 -0.05
H 0.457 2.100 2.788 0.19 0.09 0.25 0.94
H 2.337 4.274 -0.184 0.13 0.25 0.34 -0.24
H 3.742 3.600 2.051 -0.21 0.10 0.03 0.38
H 3.934 2.205 1.025 -0.21 -0.04 0.09 0.13
H 4.861 3.519 -0.754 0.09 0.10 -0.05 0.41
H 5.724 3.811 0.747 -0.04 -0.20 0.02 0.51
H 5.437 6.087 0.363 -0.01 0.02 0.09 0.42
H 4.290 5.753 -0.923 0.11 0.14 0.04 0.05
H 3.709 5.843 0.716 0.19 0.05 0.24 0.20
H 1.850 4.394 3.204 0.11 0.05 -0.06 0.44
H 1.629 5.566 1.929 -0.18 0.05 -0.16 0.20
H -0.509 3.994 3.202 -0.07 0.12 0.27 0.42
H -1.980 5.493 2.117 -0.07 -0.06 -0.18 0.47
H -0.601 6.337 1.469 0.05 -0.03 -0.17 0.38
H -1.722 5.805 -0.907 -0.05 -0.06 -0.16 0.48
H -0.932 4.456 -1.670 0.09 -0.02 -0.01 0.57
H 0.083 7.097 -0.816 0.15 0.03 0.14 0.55
H 1.122 5.891 -0.131 -0.09 -0.18 0.05 -0.23
H 2.190 6.411 -2.071 -0.06 0.12 -0.07 0.44
H 0.760 6.702 -3.017 -0.18 -0.13 -0.03 0.76
H 0.401 4.303 -3.299 0.16 -0.19 -0.09 0.59
H 1.679 3.851 -2.183 0.46 0.06 -0.08 -0.09
H -2.685 2.702 1.464 0.25 -0.06 -0.18 -0.22
H -2.669 2.856 -0.766 0.30 -0.14 0.32 -0.16
H -3.656 5.606 0.504 -0.34 0.07 0.05 0.23
H 0.270 2.999 -0.347 0.09 -0.17 0.08 0.75
H -0.505 2.459 0.993 0.13 -0.09 0.01 -0.09
O -2.827 -3.084 2.667 -0.18 -0.04 0.19 -0.61
C -3.490 -2.206 3.161 0.33 0.16 -0.05 0.84
O -4.277 -1.490 2.353 -0.21 -0.17 -0.30 -0.30
C -5.192 -0.483 2.795 -0.04 0.27 0.09 -0.56
C -4.499 0.850 2.975 0.19 0.02 0.09 -0.51
C -3.370 -1.828 4.615 -0.36 -0.21 0.18 -1.25
H -5.728 -0.802 3.691 0.10 -0.04 0.01 0.37
H -5.926 -0.411 1.994 0.05 -0.02 -0.04 0.34
H -3.745 0.816 3.765 -0.09 -0.05 0.08 0.34
H -5.225 1.623 3.228 -0.01 0.01 -0.03 0.47
H -4.002 1.129 2.047 -0.16 -0.05 -0.03 -0.15
H -2.515 -1.164 4.734 0.03 0.00 0.00 0.27
H -3.189 -2.733 5.191 0.15 0.01 -0.05 0.34
H -4.258 -1.347 5.020 0.08 0.09 -0.04 0.40
O 2.119 11.762 -9.707 0.05 -0.02 -0.01 -0.54
C 2.149 11.108 -8.703 -0.21 -0.01 -0.04 0.71
O 3.194 10.280 -8.497 0.21 0.05 -0.04 -0.36
C 3.411 9.587 -7.267 -0.04 -0.11 0.08 -0.68
C 2.641 8.284 -7.204 -0.07 0.08 -0.10 -0.54
C 1.014 11.139 -7.704 0.14 0.18 0.28 -0.87
H 3.197 10.236 -6.416 -0.04 -0.01 -0.02 0.38
H 4.480 9.384 -7.245 0.01 0.04 -0.07 0.35
H 1.563 8.453 -7.241 0.00 0.02 0.07 0.28
H 2.876 7.750 -6.285 0.05 0.02 0.02 0.13
H 2.903 7.653 -8.054 0.05 -0.01 0.03 0.33
H 0.237 10.453 -8.040 0.00 -0.01 -0.01 0.24
H 0.608 12.147 -7.687 -0.05 -0.03 -0.15 0.30
H 1.304 10.880 -6.688 -0.03 -0.11 -0.04 0.30
O -4.638 1.299 -0.265 0.16 0.10 0.16 -0.45
C -4.818 0.797 -1.348 -0.21 -0.07 -0.29 0.86
O -3.763 0.632 -2.157 0.25 0.02 0.23 -0.03
C -3.823 -0.113 -3.392 -0.16 0.00 -0.38 -0.24
C -4.304 0.746 -4.540 -0.06 0.15 0.10 -1.49
C -6.195 0.424 -1.832 0.04 -0.39 0.10 -1.25
H -4.413 -1.020 -3.275 -0.04 0.04 -0.01 0.41
H -2.800 -0.431 -3.572 0.04 0.04 0.09 0.18
H -5.325 1.097 -4.383 -0.03 -0.07 -0.04 0.34
H -4.277 0.177 -5.468 -0.01 -0.04 0.02 0.37
H -3.670 1.628 -4.647 0.04 -0.04 -0.03 0.34
H -6.670 1.312 -2.248 0.01 0.02 0.00 0.32
H -6.776 0.086 -0.977 -0.01 0.16 0.05 0.33
H -6.207 -0.369 -2.575 0.04 0.10 -0.08 0.36
O -5.202 -2.882 -5.006 0.17 0.02 0.16 -0.60
C -5.089 -3.958 -4.469 0.03 -0.14 -0.24 0.95
O -4.397 -4.020 -3.315 -0.10 0.23 0.19 -0.18
C -4.376 -5.163 -2.444 0.10 -0.19 0.01 -0.50
C -3.340 -6.189 -2.848 0.01 -0.03 -0.08 -0.91
C -5.659 -5.209 -5.080 -0.67 -0.03 0.40 -1.26
H -5.370 -5.604 -2.355 -0.03 0.06 -0.12 0.45
H -4.122 -4.759 -1.464 -0.04 0.14 -0.04 0.29
H -3.547 -6.611 -3.827 -0.03 -0.03 -0.03 0.22
H -3.318 -6.998 -2.116 -0.01 0.04 0.04 0.43
H -2.352 -5.730 -2.896 0.00 0.00 0.03 0.22
H -4.972 -5.574 -5.831 0.11 -0.05 -0.03 0.27
H -6.605 -4.958 -5.557 0.08 0.12 -0.05 0.39
H -5.861 -6.000 -4.360 0.16 -0.02 -0.02 0.33
O 2.223 -3.027 5.701 -0.14 0.02 0.01 -0.62
C 1.636 -3.929 5.159 -0.02 -0.26 0.10 0.71
O 0.316 -3.809 4.948 0.02 0.22 -0.04 -0.24
C -0.436 -4.737 4.141 -0.18 -0.13 -0.06 0.35
C -0.882 -5.955 4.924 0.20 0.06 0.16 -1.20
C 2.330 -5.213 4.778 0.11 0.05 -0.34 -0.78
H 0.133 -5.005 3.249 0.04 -0.02 0.04 0.37
H -1.295 -4.163 3.801 0.09 -0.03 0.04 -0.19
H -0.041 -6.544 5.291 -0.02 -0.06 -0.07 0.22
H -1.498 -6.599 4.296 -0.01 0.02 -0.01 0.40
H -1.469 -5.649 5.791 -0.06 0.01 -0.04 0.32
H 2.358 -5.869 5.649 -0.03 -0.05 -0.01 0.05
H 3.350 -4.978 4.482 0.03 0.05 0.16 0.35
H 1.863 -5.746 3.955 -0.07 -0.07 0.12 0.36
O -2.851 -5.332 -5.766 0.27 -0.05 -0.18 -0.50
C -1.999 -4.902 -6.501 0.11 0.08 0.19 0.56
O -1.622 -5.643 -7.551 -0.18 -0.10 -0.10 -0.41
C -0.746 -5.160 -8.577 0.21 0.05 -0.10 -0.41
C 0.711 -5.330 -8.203 -0.01 -0.01 0.15 -0.96
C -1.313 -3.590 -6.213 -0.17 0.27 -0.23 -0.63
H -0.992 -4.130 -8.837 0.00 0.01 0.06 0.37
H -0.978 -5.769 -9.449 -0.07 -0.04 0.05 0.31
H 0.972 -4.745 -7.320 0.00 0.06 -0.04 0.27
H 1.352 -5.014 -9.025 -0.01 -0.01 -0.01 0.36
H 0.922 -6.375 -7.977 -0.01 -0.01 -0.06 0.30
H -0.510 -3.769 -5.499 0.01 -0.01 0.00 0.25
H -2.045 -2.924 -5.759 0.00 -0.11 0.12 0.00
H -0.908 -3.095 -7.091 0.11 -0.07 0.03 0.39
O 4.257 2.735 4.072 -0.08 0.03 0.04 -0.54
C 4.632 1.787 4.723 -0.19 -0.15 0.11 0.93
O 5.046 0.698 4.070 0.11 0.16 -0.19 -0.36
C 5.640 -0.437 4.725 -0.01 -0.35 0.20 -0.54
C 4.592 -1.402 5.239 0.04 0.27 -0.13 -0.73
C 4.557 1.781 6.228 0.38 0.12 0.08 -1.25
H 6.326 -0.109 5.505 -0.03 0.07 0.00 0.40
H 6.244 -0.914 3.955 -0.02 0.09 -0.08 0.34
H 3.956 -0.950 6.000 0.03 -0.06 0.02 0.23
H 5.070 -2.280 5.674 -0.03 -0.01 -0.02 0.43
H 3.943 -1.727 4.426 0.07 -0.02 0.06 0.11
H 3.547 1.496 6.524 -0.01 -0.03 -0.01 0.28
H 4.755 2.790 6.583 -0.14 0.04 -0.06 0.38
H 5.268 1.115 6.707 -0.10 -0.09 -0.02 0.35
O 0.965 -8.936 6.326 0.01 0.09 -0.02 -0.54
C 1.836 -8.953 7.152 -0.04 -0.24 -0.03 0.77
O 2.785 -7.998 7.098 -0.02 0.32 -0.07 -0.35
C 3.767 -7.795 8.121 0.18 -0.09 0.11 -0.36
C 4.968 -8.699 7.941 -0.05 -0.10 -0.08 -1.07
C 1.932 -10.043 8.191 -0.11 0.19 0.29 -1.08
H 3.316 -7.894 9.109 -0.02 -0.05 -0.02 0.37
H 4.068 -6.753 8.016 -0.07 0.01 -0.06 0.34
H 4.696 -9.751 8.024 0.00 0.01 0.07 0.28
H 5.723 -8.479 8.696 0.00 0.01 0.00 0.38
H 5.406 -8.551 6.954 0.02 0.05 0.02 0.31
H 2.439 -10.900 7.749 0.01 0.00 -0.01 0.29
H 0.923 -10.338 8.465 -0.01 -0.07 -0.14 0.31
H 2.452 -9.751 9.100 0.10 -0.04 -0.07 0.35
```
Positions in Å, forces in eV/Å.

Its HOMO energy is -11.2820 eV. For the HOMO-LUMO gap, the calculation gives 9.14 eV. Its total charge is +1. The energy above the lowest of the compared OMol25 structures with the same formula, charge and spin comes out at 0.0 kcal per mole. As for the LUMO energy: -2.14 eV.